120
Properties=species:S:1:pos:R:3:forces:R:3:lowdin_charge:R:1 method="wB97M-V/def2-TZVPD" total_charge=0 relative_energy_ev=9.980 largest_force_ha_per_bohr=0.09273 lumo_energy_ev=-0.502 orbital_gap_ev=9.37
H 1.73101 -0.60571 -1.59936 1.07 -0.02 -0.55 0.025
H 2.08695 0.07904 -0.41606 0.00 0.88 1.00 0.011
O 2.55497 -0.39020 -1.09556 -0.94 0.01 -0.29 -0.066
H 5.01680 0.72989 -0.71868 -0.02 -0.86 -0.22 0.009
H 5.47236 1.94641 -0.17502 1.27 -1.46 0.32 0.008
O 5.87844 1.07518 -0.45041 -1.17 1.42 0.29 -0.078
H 0.04850 0.29016 -3.33873 -0.21 -0.13 0.44 0.003
H 1.06978 1.30572 -3.53067 -1.39 -0.45 2.18 0.082
O 0.49862 0.93301 -2.76115 1.16 0.61 -2.81 -0.118
H -2.25019 -4.02647 0.42837 -0.32 0.55 1.18 0.021
H -2.89915 -5.29031 0.58519 -0.50 0.08 1.08 0.070
O -2.77632 -4.49493 1.14879 0.34 -1.09 -2.10 -0.112
H 1.12143 -1.18476 5.25749 0.20 0.61 -0.65 -0.019
H 2.23025 -1.09184 6.33197 -0.65 -0.20 -0.52 0.050
O 1.39348 -1.53187 6.09582 0.40 -0.55 1.29 -0.059
H -0.73161 5.14813 -1.35458 -0.17 0.44 -0.09 0.026
O -0.86695 4.96940 -2.29926 0.57 0.69 0.45 -0.042
H -3.03157 -0.49363 4.75239 1.55 -0.58 2.35 0.065
O -2.23115 -0.70946 5.35216 -1.52 0.37 -1.43 -0.090
H -1.92089 0.83736 -4.58071 0.69 -0.53 0.88 0.023
H -1.30777 -0.48373 -5.21905 -0.76 -0.65 0.22 0.016
O -1.17070 0.43319 -5.03982 1.46 1.72 -0.25 -0.043
H -0.68597 5.98066 1.04825 -0.44 -0.06 -0.13 0.029
H -1.95575 5.11878 1.31133 0.73 0.92 -0.71 0.043
O -1.55245 5.75849 0.66660 -0.11 -0.86 0.81 -0.063
H 2.00543 -0.92649 -5.66613 0.01 -0.40 -0.80 0.052
H 2.53398 -0.06737 -4.57736 0.72 0.72 0.84 -0.013
O 1.72036 -0.42278 -4.91452 -0.94 -0.76 -0.42 -0.041
H 4.15793 -1.69528 -1.66031 -0.25 0.83 1.14 -0.019
H 3.46767 -2.91694 -0.77719 0.14 1.07 0.35 0.010
O 3.77916 -2.55540 -1.60786 0.15 -2.59 -1.65 -0.049
H -0.12548 -0.69028 -1.21797 0.38 -2.09 -0.80 0.041
O -0.14405 -1.48978 -1.84235 0.17 1.54 0.44 -0.098
H -3.55904 4.84240 -2.92913 0.39 -0.91 -0.63 0.076
H -4.27516 3.60496 -2.49394 1.25 -0.10 -0.64 0.061
O -3.55220 3.87050 -3.12411 -1.40 1.30 1.60 -0.071
H 5.14468 -1.01020 -3.68204 0.52 -0.04 1.12 0.051
H 6.14242 -0.58104 -2.42524 -0.51 -0.50 0.55 0.014
O 5.93720 -0.55249 -3.35250 -0.02 0.62 -1.63 -0.043
H 2.10701 2.07134 2.60083 -0.78 0.31 -0.17 0.023
H 0.88070 2.47490 3.32465 0.43 0.07 -0.51 0.042
O 1.41259 2.75758 2.55517 0.34 -0.05 0.44 -0.077
H -5.87085 1.31794 -3.20844 -0.88 0.36 0.48 0.022
H -5.05572 2.60382 -3.68316 -0.38 0.46 -0.17 0.005
O -5.10452 1.65717 -3.64861 0.37 -0.96 -0.85 -0.035
H -3.69993 -0.22105 -3.01055 1.05 0.22 0.32 0.054
H -2.31133 0.25470 -2.34893 0.84 -1.07 0.96 0.022
O -2.99873 0.45013 -2.95374 -1.09 0.73 -0.90 -0.043
H -0.95989 1.34146 5.79731 -0.68 -0.23 0.01 0.011
H -0.35285 0.08956 6.45493 -0.26 -0.44 0.11 0.003
O -0.14394 0.89691 5.99878 1.18 0.98 -0.14 -0.055
H -0.94022 -3.64749 3.56304 -0.28 0.08 -0.26 0.012
O -1.52569 -3.04088 3.10710 -0.43 0.73 -0.38 -0.065
H 1.95569 -0.12424 2.89252 -0.10 0.35 0.75 0.067
H 0.57540 -0.06144 3.50367 0.07 0.73 0.22 0.037
O 1.41841 0.43051 3.50223 -0.30 -1.73 -0.78 -0.086
H -1.83982 2.98663 2.78000 -0.95 0.16 -0.83 0.023
O -1.71259 3.81173 3.27146 1.12 -1.56 0.41 -0.054
H -4.00465 1.75903 0.73610 -1.01 0.83 -0.89 0.021
H -2.68427 1.17216 1.01004 0.68 -0.45 0.14 0.004
O -3.59782 1.12161 1.29075 0.03 -0.25 0.58 -0.040
H 4.91537 3.20281 -0.82984 0.41 0.99 -0.68 0.035
H 3.90014 3.89047 0.14909 0.32 -0.45 -0.67 0.068
O 4.08095 3.09606 -0.39077 -1.00 0.30 0.95 -0.035
H 2.96672 1.64951 -2.92859 0.03 -0.69 -0.75 0.060
H 4.30143 1.19607 -3.45733 0.30 -0.27 -0.30 0.037
O 3.36963 1.18470 -3.70528 0.17 1.16 1.30 -0.060
H -2.93007 0.38289 -5.38225 -1.03 -1.57 -1.36 -0.001
H -4.37673 0.09095 -5.35015 1.25 -1.23 -0.91 0.055
O -3.53070 -0.34481 -5.70219 -1.86 2.29 1.30 -0.111
H 0.31010 -1.82238 -4.52542 0.23 -1.09 1.65 0.019
H -0.69809 -2.40975 -5.20202 -1.11 -1.30 -0.42 0.027
O -0.25392 -2.64255 -4.38105 1.05 2.20 -1.37 -0.069
H 4.37526 -1.32982 4.08572 1.28 -0.74 0.08 0.025
H 3.86240 0.09121 4.40787 -0.39 -1.35 -0.69 0.068
O 3.59554 -0.81127 4.06426 -0.40 2.02 0.54 -0.065
H 1.18314 3.57265 -0.71429 -0.04 -0.15 -0.82 0.054
H 0.53029 3.78604 -2.09495 -0.51 0.61 -0.46 0.003
O 0.97247 3.12808 -1.56391 1.04 -0.25 1.78 -0.068
H -2.18282 -4.71322 -2.86036 -1.06 0.99 0.69 0.069
H -3.58504 -4.33851 -3.26749 -0.96 -0.09 -0.95 0.003
O -2.98503 -4.19729 -2.55900 2.04 -0.89 0.39 -0.064
H 2.35148 -4.85783 -2.17523 0.31 0.54 -0.36 0.030
H 1.84494 -3.74223 -3.20453 0.11 -0.88 0.66 0.039
O 1.68073 -4.63522 -2.82903 -0.41 0.31 -0.17 -0.063
H -6.62098 -0.80071 -0.68889 -0.03 -0.63 0.47 0.035
H -5.68015 -0.73059 -1.90877 0.70 -0.83 -0.22 0.012
O -6.33148 -0.26541 -1.41342 -0.66 1.48 -0.27 -0.022
H -3.99495 2.34802 5.05670 0.24 -0.53 -0.30 0.068
O -3.76569 1.61008 4.46175 0.18 0.37 1.06 -0.045
H 2.59789 -4.13809 2.15529 0.45 0.21 -0.11 0.036
H 3.58746 -3.05341 1.51312 -0.01 -0.34 0.52 0.033
O 2.71008 -3.44716 1.49084 -0.47 0.18 -0.48 -0.049
H -2.08890 -3.54291 2.46812 0.41 -0.19 0.62 0.014
H -1.48819 4.25589 -2.24769 -0.85 -0.87 -0.41 0.011
H -1.10107 3.33110 3.87418 -0.28 1.33 0.36 0.047
H -2.51711 -1.22752 6.11226 -0.47 -0.05 -0.34 0.056
H 0.43594 -2.22856 -1.57448 -0.66 0.75 0.43 0.049
H -4.34469 1.72618 3.72126 -0.40 0.06 -0.96 0.023
O 1.70208 5.31677 1.70954 0.93 1.24 -1.38 -0.055
H 2.51239 4.87635 1.99896 -1.03 -0.09 0.48 0.023
H 0.94179 5.08069 2.22189 0.04 -0.88 0.79 -0.001
O -0.17856 -6.44045 -1.16358 -0.27 -0.50 0.90 -0.078
H -0.19031 -6.77044 -0.23047 0.40 0.86 -1.28 0.049
H 0.42645 -5.68815 -1.27340 -0.24 -0.27 0.28 0.003
O -0.06451 1.06704 0.17049 -0.73 -1.61 0.09 -0.046
H 0.17241 1.30516 1.07086 0.22 0.73 -0.28 0.007
H 0.11744 1.69871 -0.53097 0.55 0.80 -0.07 -0.001
O 4.71682 2.25901 3.60420 -1.13 0.31 0.38 -0.056
H 3.95419 2.65395 3.10714 1.69 -0.67 0.24 0.037
H 5.46818 1.97302 3.07314 -0.57 0.31 -0.57 0.046
O -1.13655 -2.82233 0.20632 0.43 2.05 2.92 -0.091
H -1.57547 -1.93194 0.37695 0.52 -1.38 -1.08 0.095
H -0.73936 -2.88770 1.14246 -0.44 -0.44 -1.83 0.076
O -1.63620 0.13872 2.62012 0.00 -4.44 1.74 -0.119
H -1.25415 -0.83797 2.69675 -0.42 2.61 -0.66 0.078
H -2.40249 -0.15955 3.20431 1.05 1.58 -1.27 0.034
O 0.12519 -5.43390 3.03118 1.29 -0.69 -1.09 -0.010
H -0.79752 -5.55293 2.89044 -1.22 -0.17 -0.20 0.019
H 0.23984 -4.92190 3.80634 0.26 0.44 1.34 0.015